Entry 1:
Here is one molecule with the formula C14H17N3O4 at a distorted geometry from the OMol25 dataset. Energies are from the ωB97M-V functional and the def2-TZVPD basis.

Summary:
Strongest force on any atom (eV/Å): 3.204
SMILES string: N[C@@H](CO)C(=O)N[C@@H](Cc1c[nH]c2ccccc12)C(=O)O
Energy relative to the best compared isomer or geometry (same formula, charge and spin) (kcal/mol): 40.9
Total energy (eV): -27454.5417
Molar mass (g/mol): 291.31
Highest occupied orbital energy (eV): -8.4
Orbital gap (Eh): 0.3242

```
! RIJCOSX wB97M-V def2-TZVPD def2/J DEFGRID3
* xyz 0 1
N -3.482 -1.776 0.322
N 2.058 -2.156 0.508
C -3.372 -0.512 -0.490
C 3.024 -1.361 -0.059
O 0.718 3.242 -0.070
H 3.211 2.081 0.048
C 3.472 1.065 -0.163
C 4.193 -1.638 -0.801
H 0.117 2.272 -2.187
C 4.990 -0.583 -1.202
H -4.792 0.709 -1.519
H 5.210 1.636 -1.165
C -4.839 -0.109 -0.831
C 0.053 2.262 -0.292
N -1.345 0.346 0.499
C 4.608 0.759 -0.881
H -5.051 -2.051 -1.001
H 4.457 -2.656 -1.079
C 2.695 0.008 0.226
H -4.000 -1.585 1.180
O -5.534 -1.258 -1.222
C 0.589 0.971 1.749
C -2.700 0.636 0.204
O -3.231 1.675 0.547
H 1.188 1.809 2.077
H -1.182 2.173 1.408
H 2.179 -3.129 0.783
H 0.235 0.430 2.599
H -0.830 -0.124 -0.247
C -0.534 1.455 0.899
O -0.293 1.756 -1.492
H -2.539 -2.044 0.641
H 0.443 -1.785 1.857
H -5.307 0.314 0.115
H 5.940 -0.692 -1.745
H -2.927 -0.768 -1.453
C 1.146 -1.345 1.216
C 1.430 -0.025 1.024
*
```


Entry 2:
Here is a 3-piece molecular cluster, C32H66ClIO19Si overall at a distorted geometry from the OMol25 dataset. Energies are from the ωB97M-V functional and the def2-TZVPD basis.

Summary:
Strongest force on any atom (eV/Å): 8.651
SMILES string: CC(=O)OCC[C@](CCO[Si](C)(C)C)(CC(=O)O)O[C@@](O)(Cl)[C@H](I)O[C@H](COO)COCOCCO.COCCOCCOC.COCCOCCOC
Total energy (eV): -101639.8841
Molar mass (g/mol): 945.30
Highest occupied orbital energy (eV): -8.7
Orbital gap (Eh): 0.3319

```
! RIJCOSX wB97M-V def2-TZVPD def2/J DEFGRID3
* xyz 0 1
C 3.813 3.071 1.892
H 2.118 -1.873 4.841
H -4.208 -1.958 -4.403
H 0.873 -1.072 -3.783
H 3.976 4.216 1.598
O 3.520 0.639 4.991
H -5.561 4.962 -0.548
H -1.231 2.534 0.970
H 3.456 3.076 3.016
O -1.885 -4.155 -8.490
C -1.095 -4.020 -6.195
C 3.160 -3.220 2.051
H -7.047 7.733 1.310
H 0.291 -2.611 1.386
O -0.414 5.543 0.930
H 0.150 -5.546 4.232
H -0.499 -3.458 -2.613
H 1.761 -0.211 1.571
C 0.076 -3.278 -1.603
C 2.039 3.315 0.226
C -4.502 -1.711 -5.427
H -2.094 -1.128 -4.969
H -4.814 -0.664 -5.489
C -5.490 3.553 1.087
C 3.173 -1.905 4.340
H -4.424 5.405 0.761
O 0.633 2.929 0.010
H 0.324 2.163 1.981
H -5.290 7.497 1.357
C 5.431 -1.185 1.996
C -5.409 4.979 0.537
C 2.792 -3.388 0.474
H -2.357 -4.099 -10.479
H 6.992 2.995 5.474
H 5.776 4.531 2.786
H 5.565 0.029 6.107
H -8.549 1.389 2.835
H -9.273 2.298 4.204
H -7.076 3.302 4.910
C 0.353 -1.952 2.360
C 3.109 -1.717 2.674
I 8.113 -0.270 3.410
H -1.293 -1.935 -7.827
O 5.513 1.240 2.699
H -5.894 4.987 3.290
C -1.065 -1.670 -6.792
H -6.510 2.017 3.800
H 3.668 -4.018 -0.036
O -6.436 5.791 1.109
C 3.035 -3.545 -2.901
O 5.329 -0.841 5.649
H -9.764 2.645 2.529
H 2.063 4.431 0.575
H 0.262 -4.355 -1.131
O 7.117 3.080 3.590
H 0.413 6.098 1.074
H 1.837 -4.099 0.397
Cl 5.863 -1.872 0.299
O 0.121 -2.853 3.499
H -6.516 3.178 1.107
H -0.320 -0.868 -6.822
H 3.768 -2.903 4.547
C -1.578 -4.506 -9.830
C -6.215 7.173 0.874
H 2.364 -3.871 2.658
O 6.024 -2.098 2.970
C -5.598 3.952 3.476
H -1.392 4.526 2.537
C 6.368 0.203 2.100
O 4.075 -0.753 2.171
H -5.344 -2.348 -5.708
H -4.891 3.966 4.312
C -0.934 -4.685 -7.564
H -1.555 -5.596 -9.947
H -2.524 -0.130 -6.391
C 6.355 3.583 2.402
C -8.923 2.361 3.168
H -0.619 -4.074 -10.126
C 4.012 -0.631 5.027
H -2.144 -3.932 -5.901
C -0.150 2.949 1.255
O 6.436 3.348 4.693
H 2.904 -4.674 -2.589
H 2.550 3.302 -0.853
O -7.912 3.348 3.041
O 2.670 -2.153 -0.307
H 2.864 -3.339 -4.041
H 0.333 -5.891 2.320
H -1.121 -5.760 -7.473
O -1.929 -3.608 2.330
H 5.517 2.170 0.672
H -0.606 -4.657 -5.450
C -0.793 -3.892 2.972
H 6.250 -2.955 2.481
H 2.400 -0.123 -2.978
H -1.382 -6.089 3.258
H 0.608 -0.162 -2.149
H -0.631 -2.714 -0.859
H 6.840 0.483 1.067
O -4.863 3.415 2.369
H 0.513 4.641 2.646
C 5.336 2.398 1.808
O 2.819 2.382 1.054
H 4.190 -3.781 2.226
C -2.294 -1.145 -6.047
H -4.923 2.899 0.416
H -0.614 -1.251 2.310
H 0.084 -4.521 -7.937
H 7.048 3.898 1.512
O -3.431 -1.966 -6.321
Si 1.813 -2.433 -1.839
C 1.630 -0.956 2.471
C -6.787 3.075 3.878
C 1.432 -0.751 -2.779
H 1.485 -0.267 3.435
C -0.391 4.438 1.901
C -0.369 -5.466 3.170
O -0.424 -2.756 -6.109
H -6.175 7.379 -0.200
H 4.122 -3.198 -2.552
*
```


Entry 3:
Here is a 3-piece molecular cluster, C11H25NO2PS2 overall at a distorted geometry from the OMol25 dataset. Energies are from the ωB97M-V functional and the def2-TZVPD basis.

Summary:
Strongest force on any atom (eV/Å): 2.277
Total energy (eV): -48356.7438
Molar mass (g/mol): 298.43
Highest occupied orbital energy (eV): -3.1
Orbital gap (Eh): 0.2028

```
! RIJCOSX wB97M-V def2-TZVPD def2/J DEFGRID3
* xyz -1 1
H 1.036 -4.921 -0.611
C 0.807 0.622 -1.783
C 2.852 -5.899 -1.359
H 4.839 -5.231 -0.831
C -3.480 4.681 2.580
C -4.001 3.355 2.088
S -4.771 3.443 0.445
N -1.059 5.056 2.175
C -0.644 -0.809 -0.597
H 0.175 1.080 -2.555
H -2.565 5.001 0.642
H 2.990 -6.839 -0.828
C -2.405 5.313 1.679
H 1.853 0.802 -2.043
H 0.440 0.006 1.109
H 2.390 -4.929 0.533
H -2.580 6.389 1.687
H -1.158 3.160 0.543
H -1.584 -0.564 -1.101
S -0.130 2.356 3.024
H -6.029 3.138 0.757
H 2.299 -6.103 -2.278
H -4.308 5.371 2.732
C 4.157 -5.175 -1.683
H 0.226 -1.344 -2.552
H 4.673 -5.567 -2.558
C 2.121 -4.853 -0.526
C -0.215 0.344 0.305
O 0.528 1.251 -0.535
H -2.998 4.522 3.537
O 2.547 -3.582 -1.015
C 3.672 -3.743 -1.876
H 1.349 -1.383 -1.190
H 3.351 -3.569 -2.910
H 0.887 4.005 1.078
H 4.426 -2.998 -1.620
H -4.751 2.988 2.774
H -0.784 -1.740 -0.048
P -0.396 3.732 1.589
H -1.053 0.868 0.753
C 0.493 -0.858 -1.612
H -3.202 2.625 2.080
*
```